Record 1
{
  "formula": "BaCl2O8",
  "method": "the ωB97M-V functional and the def2-TZVPD basis",
  "symbols": ["Ba", "Cl", "O", "O", "O", "O", "Cl", "O", "O", "O", "O"],
  "xyz": [[0.6435, 0.0769, 0.9787], [2.4115, -0.8005, -1.5129], [3.2319, -1.9413, -1.8765], [2.0896, 0.0760, -2.6157], [1.0695, -1.3951, -1.0473], [2.9544, -0.1832, -0.3627], [-2.5051, 0.8034, 1.3079], [-1.9124, 1.0599, 2.5226], [-1.6495, 1.6456, 0.3624], [-2.4600, -0.6128, 1.0251], [-3.8736, 1.2711, 1.2185]],
  "forces_ev_per_angstrom": [[-1.17, 0.21, -0.13], [-2.25, -4.93, -3.80], [-0.69, 1.99, 0.14], [1.03, -0.34, 1.58], [1.14, 1.16, 0.08], [0.92, 2.22, 2.02], [-3.42, 2.32, -4.61], [1.95, 0.15, 4.78], [-0.35, -2.18, 0.18], [1.09, 0.02, -0.49], [1.75, -0.63, 0.25]],
  "lowdin_charge": [2.066, 0.658, -0.288, -0.286, -0.627, -0.518, 0.588, -0.390, -0.524, -0.385, -0.292],
  "total_charge": 0,
  "multiplicity": 1
}


Record 2
{
  "formula": "BaH18O9",
  "method": "the ωB97M-V functional and the def2-TZVPD basis",
  "symbols": ["Ba", "O", "H", "H", "O", "H", "H", "O", "H", "H", "O", "H", "H", "O", "H", "H", "O", "H", "H", "O", "H", "H", "O", "H", "H", "O", "H", "H"],
  "xyz": [[0.1100, -0.1281, -0.4184], [1.1892, 1.2990, 1.9856], [1.3473, 2.2566, 2.0412], [1.1006, 1.0118, 2.8812], [-1.1325, -1.0447, -2.8349], [-2.0813, -1.0343, -2.8878], [-0.8410, -1.9266, -3.0146], [-0.5087, -1.3797, 2.1841], [-0.9383, -2.2395, 2.1353], [0.3614, -1.7618, 2.4096], [-1.2110, 2.0729, 0.7919], [-1.3415, 2.2132, 1.7197], [-1.9406, 2.6295, 0.4501], [2.6340, -0.9157, 0.9942], [2.6096, -0.7315, 1.9301], [3.6056, -0.8150, 0.7935], [1.9448, 1.8871, -0.9936], [2.6459, 1.7143, -1.6107], [2.3357, 1.8997, -0.1151], [-0.7943, 1.8749, -2.1616], [-0.5531, 1.6513, -3.0576], [-0.5160, 2.7541, -2.0041], [0.3457, -2.8267, -0.5090], [1.1239, -3.3768, -0.4376], [-0.3972, -3.3826, -0.3527], [-2.7371, -0.4670, -0.2383], [-3.3193, -1.2305, -0.1910], [-3.0417, -0.0042, 0.5108]],
  "forces_ev_per_angstrom": [[-0.40, 0.49, 0.19], [0.19, 0.73, -0.96], [-0.13, -0.32, 0.08], [-0.14, -0.24, 1.10], [0.77, 0.91, 0.68], [-0.73, 0.00, -0.18], [0.10, -0.93, -0.47], [1.05, -0.79, -0.11], [-1.03, 0.05, -0.03], [0.05, 0.75, 0.12], [-1.01, 0.52, -0.90], [0.31, -0.12, 1.17], [0.51, -0.40, -0.37], [1.49, 0.00, -0.87], [-0.04, 0.19, 0.51], [-1.38, -0.33, 0.10], [-0.80, -0.27, 0.50], [0.75, 0.11, -0.46], [0.41, 0.16, 0.03], [-0.53, -1.69, 0.38], [-0.04, 0.09, -0.60], [0.54, 1.53, 0.10], [0.57, 0.91, -0.22], [0.38, -0.35, 0.02], [-0.91, -0.94, 0.10], [0.52, -1.13, -0.95], [-0.07, -0.41, -0.47], [-0.43, 1.48, 1.50]],
  "lowdin_charge": [2.131, -0.109, 0.089, 0.056, -0.115, 0.057, 0.045, -0.125, 0.060, 0.056, -0.151, 0.051, 0.093, -0.137, 0.031, 0.107, -0.141, 0.065, 0.029, -0.133, 0.058, 0.038, -0.162, 0.075, 0.050, -0.115, 0.075, 0.024],
  "total_charge": 2,
  "multiplicity": 1
}


In order of appearance, relative energy (zero: lowest compared OMol25 entry of this formula, charge and spin) = 41.24 72.33 kJ/mol.
In order of appearance, lowest unoccupied orbital energy = -1.493 -6.169 eV.
In order of appearance, Kohn-Sham gap = 9.53 12.26 eV.